# 1
Molecular formula: C5H8O2
Method: DFT, ωB97M-V with the def2-TZVPD basis set

The geometry in XYZ format:
```
15
C5H8O2 ωB97M-V with the def2-TZVPD basis set
O 2.5369 0.1244 0.5231
C 1.5027 -0.6337 -0.0764
C 0.1180 -0.2301 0.4081
C -0.5485 1.0718 -0.1165
C -1.8227 0.2824 -0.5229
C -1.0468 -0.9987 -0.2208
O -1.2150 -2.1599 -0.4819
H 2.7420 0.8688 -0.0528
H 1.6719 -1.6822 0.1891
H 1.5453 -0.5670 -1.1740
H 0.0864 -0.2957 1.5030
H -0.6971 1.8594 0.6251
H -0.0248 1.4948 -0.9805
H -2.1826 0.3814 -1.5513
H -2.6689 0.4208 0.1589
```

Properties
- Electronic energy: -9408.6251 eV
- Relative energy (zero: lowest compared OMol25 entry of this formula, charge and spin): 116.5 kJ/mol
- Orbital gap: 10.28 eV
- Strongest force on any atom: 0.0111 hartree/bohr
- HOMO energy: -9.5 eV
- SMILES string: O=C1CC[C@@H]1CO



# 2
Molecular formula: C34H29BrFGaN6O5
Method: DFT, ωB97M-V with the def2-TZVPD basis set

The geometry in XYZ format:
```
77
C34H29BrFGaN6O5 ωB97M-V with the def2-TZVPD basis set
Ga 0.0768 0.1877 -0.0271
O 5.1172 -4.4315 1.9743
N 4.0031 -4.8379 2.2297
O 3.7590 -5.8692 2.8056
C 2.8477 -3.9627 1.8729
C 1.6444 -4.4130 2.2634
C 0.4544 -3.6714 1.9741
C -0.8342 -4.0694 2.3710
C -1.9078 -3.2774 2.0556
C -1.6929 -2.0981 1.3309
N -0.4913 -1.7256 0.9351
C 0.5667 -2.4841 1.2671
C 1.8629 -1.9905 0.8789
N 1.8696 -0.7914 0.2420
C 3.0232 -0.2586 -0.1369
C 4.2311 -0.9134 0.0953
C 4.2425 -2.1233 0.7377
C 3.0268 -2.7073 1.1641
H 1.5852 -5.3485 2.8025
H -0.9643 -4.9870 2.9321
H -2.9096 -3.5419 2.3628
H -2.5131 -1.4359 1.0791
H 2.9683 0.7045 -0.6240
H 5.1542 -0.4526 -0.2261
H 5.1750 -2.6265 0.9262
C -2.4566 2.2789 -6.9142
C -1.3155 1.2891 -6.7580
N -1.2290 0.7377 -5.3876
C -0.4070 1.3274 -4.5165
C -0.2394 0.9502 -3.2081
C 0.7783 1.7508 -2.4311
O 1.3628 2.6508 -2.9884
O 0.9847 1.3657 -1.2105
C -0.9810 -0.1415 -2.7149
O -0.9259 -0.5992 -1.5253
C -1.8867 -0.7862 -3.6517
C -2.6755 -1.8707 -3.2479
C -3.5336 -2.4672 -4.1177
F -4.2463 -3.5286 -3.6927
C -3.6944 -2.0214 -5.4445
C -2.9238 -0.9439 -5.8386
C -2.0071 -0.3342 -4.9713
N -4.6194 -2.5914 -6.3450
C -5.6352 -3.5414 -5.8835
C -6.6071 -3.8112 -7.0388
N -6.6277 -2.6003 -7.9314
C -5.3131 -2.4735 -8.6685
C -4.1944 -2.8886 -7.7094
H -2.4655 2.6770 -7.9288
H -2.3365 3.1156 -6.2256
H -3.4243 1.8146 -6.7158
H -0.3569 1.7599 -6.9594
H -1.3973 0.4549 -7.4515
H 0.1788 2.1640 -4.8791
H -2.5880 -2.2487 -2.2380
H -3.0726 -0.5306 -6.8249
H -6.1739 -3.1034 -5.0461
H -5.2255 -4.4986 -5.5558
H -7.6143 -4.0000 -6.6780
H -6.3011 -4.6425 -7.6692
H -6.7565 -1.7706 -7.3502
H -7.4064 -2.6337 -8.5894
H -5.2300 -1.4398 -8.9946
H -5.3666 -3.1218 -9.5404
H -3.2921 -2.3457 -7.9686
H -3.9625 -3.9527 -7.8229
Br -2.9204 3.7583 4.6463
C -2.0577 2.7503 3.3087
C -0.8112 2.2030 3.5651
C -0.1865 1.4543 2.5764
C -0.7858 1.2496 1.3319
C -2.0384 1.8222 1.1049
C -2.6801 2.5699 2.0848
H -0.3359 2.3623 4.5236
H 0.7892 1.0332 2.7985
H -2.5361 1.7010 0.1476
H -3.6493 3.0134 1.9002
```

Properties
- Electronic energy: -180030.3387 eV
- Orbital gap: 6.99 eV
- Strongest force on any atom: 0.0096 hartree/bohr
- HOMO energy: -12.3 eV
- Net charge: +2



# 3
Molecular formula: C13H24GaO
Method: DFT, ωB97M-V with the def2-TZVPD basis set

The geometry in XYZ format:
```
39
C13H24GaO ωB97M-V with the def2-TZVPD basis set
Ga -3.1881 0.7319 4.9745
C -3.7953 -0.5472 3.4766
O -2.8894 -1.6149 3.0308
C -1.6364 -1.2295 2.7054
C -1.3932 -0.1760 1.8175
C -0.0905 0.1566 1.4867
C 0.9872 -0.5505 2.0081
C 0.7402 -1.6098 2.8766
C -0.5598 -1.9451 3.2260
H -3.6028 0.1576 6.4262
H -1.6134 1.0528 4.9393
H -4.0103 2.1095 4.7047
H -4.1135 0.0258 2.5953
H -4.6773 -1.0924 3.8223
H -2.2363 0.3699 1.4133
H 0.0989 0.9791 0.8032
H 2.0075 -0.2807 1.7576
H 1.5593 -2.1762 3.3074
H -0.7500 -2.7550 3.9198
C 2.1072 1.9897 -4.7039
C 0.8656 1.4897 -3.9715
C 1.0443 1.4019 -2.4567
C 2.1363 0.4371 -1.9924
C 1.9647 -1.0047 -2.4697
C 0.6731 -1.6472 -1.9742
H 2.9549 1.3172 -4.5635
H 1.9247 2.0680 -5.7772
H 2.3998 2.9776 -4.3410
H 0.5756 0.5137 -4.3704
H 0.0310 2.1632 -4.1841
H 0.0916 1.1177 -2.0028
H 1.2743 2.3995 -2.0684
H 2.1555 0.4433 -0.8983
H 3.1152 0.8063 -2.3138
H 2.8159 -1.5889 -2.1092
H 2.0073 -1.0504 -3.5627
H 0.6316 -1.6259 -0.8833
H 0.6023 -2.6876 -2.2957
H -0.2076 -1.1259 -2.3525
```

Properties
- Electronic energy: -68293.3323 eV
- Orbital gap: 7.15 eV
- Strongest force on any atom: 0.0069 hartree/bohr
- HOMO energy: -4.5 eV
- Net charge: -1



# 4
Molecular formula: C2H8N2O2
Method: DFT, ωB97M-V with the def2-TZVPD basis set

The geometry in XYZ format:
```
14
C2H8N2O2 ωB97M-V with the def2-TZVPD basis set
N -1.9774 1.9335 1.6192
C -2.0361 1.0768 0.4732
O -1.1418 -0.0060 0.5548
H -2.1482 1.3831 2.5054
H -0.9032 2.3145 1.8006
H -1.6744 1.5900 -0.3349
H -3.0427 0.8839 0.3118
H -0.3160 0.4471 0.3705
C 2.5230 -1.1268 -1.5717
N 2.0146 -2.1747 -0.8161
O 1.8311 -0.1102 -1.8510
H 3.5643 -1.1982 -1.6964
H 1.9877 -3.1129 -1.2169
H 1.3190 -1.9000 -0.1486
```

Properties
- Electronic energy: -9277.4936 eV
- Relative energy (zero: lowest compared OMol25 entry of this formula, charge and spin): 233.2 kJ/mol
- Orbital gap: 10.46 eV
- Strongest force on any atom: 0.0954 hartree/bohr
- HOMO energy: -9.6 eV
- SMILES string: NC=O.NCO